180
Properties=species:S:1:pos:R:3 method="wB97M-V/def2-TZVPD" charge=0
H -1.566 -3.924 -3.270
C 7.787 5.548 -1.017
Cl -1.062 -0.350 1.787
C 3.132 6.020 1.123
C -0.615 4.147 4.925
H 3.429 -1.091 -4.031
H 0.749 1.925 -6.559
C -0.737 5.611 -0.246
O -4.409 3.956 -0.922
Cl 7.101 -0.771 3.099
Cl 1.023 -4.134 -0.694
C -7.360 5.531 2.444
Cl -0.424 0.138 6.386
H 7.963 5.055 -1.967
H 6.829 1.063 0.215
C -4.376 -1.844 -0.412
Cl -0.295 5.705 4.210
H 7.464 6.586 -1.143
H -9.063 5.155 3.666
O -3.203 -6.292 0.350
H -8.053 6.544 4.240
Cl 6.914 -3.650 3.712
H 3.279 4.200 7.780
C -5.131 4.846 2.801
C -2.675 -2.858 -1.747
C -5.415 -2.111 4.201
C 4.253 -5.136 -2.063
Cl 2.370 -5.931 1.289
O -5.029 -0.820 4.748
H -4.703 -2.341 3.414
H -3.069 1.132 4.968
H -4.691 1.353 5.446
H 2.855 0.137 4.455
C -4.055 1.251 4.547
H 2.003 1.644 3.983
C -6.871 -2.116 3.782
H 5.646 1.369 -1.027
C 5.056 -3.181 -0.938
C 1.536 -4.335 -8.209
H 4.504 -1.122 -0.893
C -0.895 -1.808 -5.118
Cl -3.749 1.697 -5.778
H 5.886 3.019 1.574
Cl 4.516 -2.043 3.210
H -2.812 5.795 -0.329
Cl 1.730 -0.581 0.989
C 6.219 -2.314 2.809
H 0.072 -2.087 6.876
H 1.897 -2.193 -8.288
H -4.311 2.061 -3.559
Cl -4.587 -0.246 -3.661
O -5.954 5.815 2.460
C 2.273 -3.098 -7.799
O -5.514 3.737 3.090
H -6.515 -2.172 -0.519
O 4.590 -3.723 -2.045
Cl 1.736 0.837 -2.454
H -0.492 -1.279 -4.272
H -5.945 -1.478 1.011
H 2.442 -3.585 1.099
H -4.528 1.557 0.252
O -1.185 -1.065 -7.472
C -2.622 -8.201 -0.770
C 2.924 1.219 4.415
H -0.337 -2.722 -5.246
H 4.177 6.115 1.365
O 2.279 -2.970 -6.391
H 2.035 1.836 -4.537
C -2.130 -6.987 0.025
Cl 0.419 1.917 0.604
H -3.641 6.089 3.510
C 1.196 0.763 -8.245
H -0.549 5.397 0.802
H 6.173 -5.761 -1.197
H 5.059 0.821 0.485
C -2.434 -4.026 -2.651
H -3.775 -6.191 3.153
Cl 2.967 5.745 -0.572
H 2.108 0.378 -7.821
H 1.713 -4.397 -9.282
O 2.350 3.759 5.324
C 5.537 -5.986 -2.045
Cl 3.488 3.014 -3.068
O 3.186 1.708 5.730
H -2.125 -4.691 1.030
H 4.697 3.353 0.220
C -5.684 -2.175 0.199
O 6.680 3.606 -0.360
C 5.368 -1.724 -1.203
C 1.968 2.223 -3.515
H 0.788 0.028 -8.926
H -3.167 -8.854 -0.093
H -7.536 4.876 4.515
H 2.165 -2.359 -3.959
H -5.303 -2.820 5.036
H -2.384 -4.982 -2.081
C 3.142 -2.081 -4.386
H 3.266 -3.277 -8.213
H -3.180 2.059 1.263
H -3.675 -1.745 0.437
C 0.177 0.199 0.640
H 1.877 -5.255 -7.707
O 5.236 -3.780 0.106
H 0.000 4.974 -0.742
Cl -0.622 2.825 3.801
C -0.707 -0.924 -6.367
H 5.538 -1.501 -2.265
H -7.525 4.570 1.964
O 6.120 5.471 0.721
C 5.699 2.921 0.488
H 1.417 1.699 -8.783
C -4.500 -0.001 3.844
C -8.029 5.541 3.818
O -1.011 -6.739 0.392
Cl -1.767 -2.302 5.522
Cl 0.954 -1.754 4.765
C -0.278 -1.552 5.987
C 0.294 1.073 -7.053
H -7.136 -3.124 3.481
H -5.679 -3.131 0.714
H -4.283 -0.917 -0.986
H 3.564 1.505 2.424
H -2.943 4.630 2.828
C -3.725 5.349 2.718
Cl 0.609 3.324 -3.352
H -3.324 -4.049 -3.304
H 0.207 3.995 5.600
C -3.758 1.252 -4.032
H -1.834 -8.690 -1.356
H -4.156 2.101 3.879
H -1.939 -2.043 -4.977
H 3.711 -5.247 -3.008
H -2.035 -6.403 2.741
H -0.687 1.422 -7.380
H 2.574 2.529 8.169
C 3.987 1.633 3.424
O -4.376 -0.301 2.669
H -3.669 5.829 1.742
H 6.236 -1.423 -0.614
H -7.516 -1.878 4.630
H -2.601 -4.836 3.281
C 2.812 2.930 6.065
H -0.148 -0.181 -0.342
C -2.062 5.149 -0.776
H -2.877 1.305 -0.341
H 6.104 -5.827 -2.962
H 3.628 -5.437 -1.211
H -3.413 -7.858 -1.435
H -7.025 -1.396 2.973
C -3.523 1.962 0.230
H 0.472 -4.227 -8.057
H 4.866 1.020 3.573
C -3.489 3.357 -0.411
H 5.272 -7.024 -1.936
H 6.233 -2.539 1.744
C 5.830 1.463 0.051
H -0.607 6.687 -0.448
O 0.177 0.056 -6.016
Cl 0.433 -4.026 2.168
H 8.723 5.608 -0.450
H 4.178 2.627 7.654
C -3.040 -5.208 1.304
H 3.890 -2.849 -4.195
C 3.076 -2.010 -5.886
Cl 2.250 7.524 1.490
H -7.904 6.276 1.883
O -2.248 3.792 -0.337
H -2.170 5.206 -1.844
O -1.888 -1.998 -1.447
H 4.275 2.683 3.553
Cl 2.588 4.650 2.092
H -3.902 -4.588 1.100
O -3.953 -2.859 -1.340
Cl -2.067 4.153 5.923
Cl -2.175 1.128 -3.315
C 6.787 4.930 -0.141
O 3.706 -1.282 -6.596
C -2.889 -5.716 2.716
C 3.209 3.139 7.512
C 1.662 -4.325 0.969



174
Properties=species:S:1:pos:R:3 method="wB97M-V/def2-TZVPD" charge=0
H -1.980 -2.352 -1.582
H -2.971 0.481 -1.884
H 2.261 -3.668 -3.810
H -3.070 -0.879 -8.399
C -4.543 -4.667 -1.109
C -2.737 -1.786 -5.277
O -2.419 -3.754 -0.087
O -1.321 -2.724 5.151
O -4.898 -3.536 -1.890
H -2.088 4.731 -0.632
C -0.692 -2.208 2.803
H 4.266 2.673 5.859
H 4.534 3.788 9.046
C 0.626 -3.459 -2.561
C -2.877 -1.523 3.898
C -6.225 0.317 -2.104
H -2.820 -5.687 -0.482
C -6.616 -1.979 -2.450
H 2.521 6.037 -1.273
F 5.960 1.483 -6.543
H 7.298 2.292 5.796
H -3.266 -1.813 2.921
O 0.590 -6.132 -1.881
C 0.473 -0.301 -0.101
C 4.830 5.572 7.991
H -1.754 -1.878 -7.751
H -8.069 1.050 6.349
O 4.266 -3.936 0.151
H -8.379 -0.718 6.483
H -0.681 -0.311 -1.978
O 3.889 2.846 -4.174
O 5.582 1.436 -3.995
H -5.600 1.043 -1.591
C -2.809 -1.620 -7.643
C -2.882 0.969 -2.859
H 0.356 1.049 -1.795
H -6.149 -1.600 4.988
C -2.002 2.226 -2.776
H 3.071 1.001 -2.482
C -7.013 -1.308 4.380
H 2.556 -4.500 -2.264
C 5.242 1.131 -2.636
C -5.176 -0.334 1.359
H 5.362 4.073 5.534
H 6.674 -0.059 3.880
H -7.474 -0.877 2.367
H -4.859 -5.594 -1.596
H 3.653 6.546 5.012
O -3.502 -2.308 4.919
H -7.689 -1.799 -2.298
H -6.619 -3.375 -0.805
H -3.157 -0.474 3.988
C -2.126 1.702 1.544
O -5.459 -0.548 2.732
C 3.622 6.242 6.057
C 5.601 -3.444 -0.040
F 3.110 7.552 -5.697
C -3.038 -4.709 -0.914
F 4.037 1.479 0.557
O -2.783 -3.488 6.674
C -0.984 -6.702 -3.569
H -1.888 4.849 -2.396
H -4.709 1.716 1.811
C -6.307 -3.331 -1.854
H -3.833 1.379 -3.211
O -7.463 -0.006 4.728
H -4.335 1.264 0.144
C -1.364 -1.792 4.080
C 4.833 2.289 -4.658
H -3.494 -2.037 -0.713
C 6.713 -0.117 4.973
H -0.972 1.857 -2.667
H 6.367 -4.976 -1.392
H -3.293 -2.732 -5.265
H 5.809 -1.550 -0.883
C 5.321 2.575 -6.095
C 3.072 6.367 -3.684
H -0.363 0.112 0.468
H -2.497 2.698 1.801
C -2.486 -2.446 -0.614
H -6.384 -1.993 -3.524
H 0.367 -3.496 -1.501
H -1.061 -3.212 2.570
C 2.088 3.979 -1.338
O -2.334 2.927 -1.611
C 3.427 -2.932 0.358
H -3.128 -1.663 -3.185
O 2.287 -3.012 0.682
H 1.946 3.975 -0.252
C 2.074 0.496 1.504
H 4.084 6.164 8.534
C -4.305 0.917 1.181
F 6.169 3.607 -6.123
O -2.323 0.092 -3.806
F 2.563 5.504 -5.832
H -7.260 0.514 -1.782
H -6.283 0.639 -3.153
H 6.506 -1.103 5.379
H 3.050 5.318 6.164
O 1.727 0.285 0.260
H -7.799 -2.046 4.583
C 4.456 4.096 7.999
H -0.934 -0.868 4.483
C 3.386 6.338 -5.189
O 2.302 5.378 -3.264
H -1.981 -1.786 0.095
O 4.869 6.146 6.686
H 6.395 2.461 4.306
O 3.541 7.208 -2.977
H 6.028 -1.479 0.884
H 5.409 -3.712 -2.195
C -2.535 -2.852 5.696
C -6.631 -1.310 2.918
H -1.669 -2.003 -5.162
F 4.645 6.039 -5.412
H -0.668 4.053 -1.404
F -1.969 -7.057 -2.731
O -3.000 0.594 1.644
H -4.641 -1.233 1.040
C 0.295 -0.017 -1.579
F 4.330 2.861 -6.922
C 5.270 3.088 5.999
H -1.809 1.750 0.494
H 3.077 3.566 -1.525
O -5.833 -0.989 -1.850
H 0.483 -1.363 0.147
C -7.694 0.049 6.115
H 3.441 3.897 7.644
H 2.622 -2.706 -2.378
C -1.748 4.208 -1.523
F 3.403 2.179 2.468
H -6.829 -4.119 -2.405
O -3.087 -1.004 -6.394
H 1.327 3.261 -1.655
H 0.389 -2.275 2.913
O 4.062 -1.732 0.246
F -0.338 -7.829 -3.838
H -3.504 -2.463 -7.732
C 6.300 2.173 5.358
H 7.048 -3.378 -1.622
O -0.030 -4.523 -3.290
H 7.761 0.095 5.236
C 1.911 5.367 -1.878
H -6.422 -2.340 2.599
O 5.892 0.841 5.588
H -1.228 1.477 2.122
O 5.396 3.223 7.411
H 5.176 2.055 -2.064
H -6.780 0.045 6.723
F -1.549 -6.197 -4.642
H -2.641 -4.686 -1.938
H -6.080 -0.189 0.761
F 4.253 0.203 2.357
C 3.484 1.084 1.709
O 1.399 0.227 2.453
H 0.274 -2.595 -3.118
H -4.251 -0.770 -4.125
H 6.100 0.553 -2.303
H 2.994 7.037 6.486
C 5.452 -1.929 0.078
H 6.204 -3.880 0.756
C 2.126 -3.616 -2.725
C 3.943 0.347 -2.516
H 3.911 -0.010 -1.479
H 0.988 -0.606 -2.182
H 3.765 -0.539 -3.121
C -0.058 -5.746 -2.804
H -0.962 -1.528 2.001
H -4.988 -4.617 -0.108
H 0.898 5.764 -1.826
H 5.818 5.659 8.436
C 6.125 -3.915 -1.397
C -3.182 -0.996 -4.062
H -2.085 2.794 -3.705



Sequential E_tot output: -14431.28375 -5036.22262 Eh